(1)
ORCA calculation (ωB97M-V/def2-TZVPD) on the ion C4H9N2O with charge +1 in a non-equilibrium geometry.

For the lowest unoccupied orbital energy, the calculation gives -5.029 eV. For the electronic energy, the calculation gives -342.16154 Ha. The frontier orbital gap comes out at 8.85 eV. For the HOMO energy, the calculation gives -0.5102 hartree. The value obtained for the molar mass is 101.13 Da. As for the net charge: +1. The calculation puts the largest force on an atom at 5.3 eV Å⁻¹. For the energy above the lowest of the compared OMol25 structures with the same formula, charge and spin, the calculation gives 5.3261 eV.

Cartesian coordinates (Å):
C: 1.13 -0.09 0.73
C: 1.47 0.98 -0.03
C: -0.31 0.84 -1.62
C: -1.33 0.13 0.88
N: -0.25 -1.86 0.78
N: -0.21 -0.52 0.80
O: 0.68 1.58 -0.91
H: 1.81 -0.59 1.23
H: 2.53 1.49 0.06
H: 0.27 0.60 -2.64
H: -0.67 -0.15 -1.32
H: -1.16 1.44 -1.80
H: -2.29 -0.29 1.09
H: -1.49 1.21 0.77
H: 0.59 -2.35 0.60
H: -0.79 -2.42 1.40

(2)
ORCA calculation (ωB97M-V/def2-TZVPD) on the ion C4H9N2O with charge +1 in a non-equilibrium geometry.

For the lowest unoccupied orbital energy (alpha / beta), the calculation gives -4.786 / -4.285 eV. For the electronic energy, the calculation gives -342.15547 Ha. The frontier orbital gap (alpha / beta) comes out at 7.34 / 8.90 eV. For the HOMO energy (alpha / beta), the calculation gives -0.4457 / -0.4845 hartree. The value obtained for the molar mass is 101.13 Da. As for the net charge: +1. The calculation puts the largest force on an atom at 3.1 eV Å⁻¹. For the energy above the lowest of the compared OMol25 structures with the same formula, charge and spin, the calculation gives 5.4913 eV.

Cartesian coordinates (Å):
C: 0.87 -1.00 -2.55
C: 0.55 1.22 -0.97
C: 0.58 -1.18 -0.19
C: -0.75 0.62 1.01
N: 0.63 -1.73 -1.51
N: -0.19 0.13 -0.33
O: 1.02 -0.89 -3.70
H: 1.53 1.30 -0.42
H: -0.05 2.14 -1.07
H: -0.05 -1.74 0.56
H: 1.65 -0.92 0.21
H: -1.03 1.70 0.82
H: -1.70 0.21 1.16
H: 0.13 0.64 1.76
H: 0.34 -2.71 -1.51
H: -0.93 -0.07 -0.97

(3)
ORCA calculation (ωB97M-V/def2-TZVPD) on a cluster of 2 separate species, C4H9N2O in total in a non-equilibrium geometry.

For the lowest unoccupied orbital energy, the calculation gives -4.766 eV. For the electronic energy, the calculation gives -342.11012 Ha. The frontier orbital gap comes out at 7.90 eV. For the HOMO energy, the calculation gives -0.4655 hartree. The value obtained for the molar mass is 101.13 Da. As for the net charge: +1. The calculation puts the largest force on an atom at 4.1 eV Å⁻¹. For the energy above the lowest of the compared OMol25 structures with the same formula, charge and spin, the calculation gives 6.7253 eV.

Cartesian coordinates (Å):
C: 1.07 1.09 1.44
C: 0.96 2.45 0.84
C: -0.22 -3.11 -1.86
C: -1.31 1.47 0.66
N: -0.13 1.60 1.00
N: -0.07 -1.83 -1.26
O: -1.05 -1.16 -0.92
H: 1.43 0.38 0.80
H: 1.44 0.91 2.51
H: 0.86 3.29 1.60
H: 1.36 2.72 -0.09
H: -1.23 -3.51 -2.10
H: 0.21 -3.87 -1.13
H: 0.57 -3.28 -2.75
H: -1.95 0.61 1.04
H: -1.93 2.23 0.23

(4)
ORCA calculation (ωB97M-V/def2-TZVPD) on a structure of composition C4H9N2O2 in a non-equilibrium geometry.

For the lowest unoccupied orbital energy, the calculation gives 3.778 eV. For the electronic energy, the calculation gives -417.80134 Ha. The frontier orbital gap comes out at 7.91 eV. For the HOMO energy, the calculation gives -0.1517 hartree. The value obtained for the molar mass is 117.13 Da. As for the net charge: -1. The calculation puts the largest force on an atom at 4.7 eV Å⁻¹. For the energy above the lowest of the compared OMol25 structures with the same formula, charge and spin, the calculation gives 2.2121 eV.

Cartesian coordinates (Å):
C: -0.44 -0.08 0.78
N: 0.76 0.56 0.31
C: 1.94 -0.15 -0.07
O: 3.00 0.48 0.11
O: 1.72 -1.28 -0.57
C: -1.58 -0.19 -0.26
C: -1.89 1.14 -0.95
N: -2.73 -0.66 0.58
H: -0.26 -1.03 1.32
H: -0.82 0.57 1.58
H: 1.02 1.30 0.94
H: -1.11 -0.77 -1.08
H: -1.02 1.44 -1.51
H: -2.82 1.16 -1.52
H: -1.95 1.88 -0.15
H: -3.44 -0.80 -0.14
H: -2.03 -1.43 0.22

(5)
ORCA calculation (ωB97M-V/def2-TZVPD) on a cluster of 2 separate species, C4H9N2O2 in total in a non-equilibrium geometry.

For the lowest unoccupied orbital energy, the calculation gives 3.996 eV. For the electronic energy, the calculation gives -417.81525 Ha. The frontier orbital gap comes out at 7.95 eV. For the HOMO energy, the calculation gives -0.1451 hartree. The value obtained for the molar mass is 117.13 Da. As for the net charge: -1. The calculation puts the largest force on an atom at 1.4 eV Å⁻¹. For the energy above the lowest of the compared OMol25 structures with the same formula, charge and spin, the calculation gives 1.8335 eV.

Cartesian coordinates (Å):
O: 0.47 -0.92 1.36
C: 0.78 -0.13 0.42
N: 1.64 0.85 0.54
C: -1.16 0.66 2.80
O: -2.10 0.71 3.56
C: -0.06 -0.40 -0.89
C: 0.65 -1.34 -1.86
N: -0.59 0.85 -1.51
H: 1.70 1.34 -0.35
H: -0.21 0.25 3.13
H: -1.17 1.02 1.76
H: -0.92 -0.87 -0.43
H: 0.97 -2.22 -1.30
H: -0.09 -1.61 -2.63
H: 1.46 -0.82 -2.36
H: -1.43 1.02 -0.98
H: 0.05 1.61 -1.27

(6)
ORCA calculation (ωB97M-V/def2-TZVPD) on the ion C4H9N2O2 with charge +1 in a non-equilibrium geometry.

For the lowest unoccupied orbital energy, the calculation gives -3.430 eV. For the electronic energy, the calculation gives -417.36125 Ha. The frontier orbital gap comes out at 10.11 eV. For the HOMO energy, the calculation gives -0.4976 hartree. The value obtained for the molar mass is 117.13 Da. As for the net charge: +1. The calculation puts the largest force on an atom at 3.1 eV Å⁻¹. For the energy above the lowest of the compared OMol25 structures with the same formula, charge and spin, the calculation gives 5.9895 eV.

Cartesian coordinates (Å):
C: -0.92 -1.36 0.31
C: 0.33 -1.52 -0.10
C: -1.64 -0.04 0.35
C: 0.20 0.63 -1.17
N: 1.08 -0.41 -0.65
N: -0.68 1.12 -0.03
O: 2.20 0.67 1.02
O: 2.30 -0.15 -0.26
H: -1.45 -2.21 0.78
H: 0.86 -2.41 0.18
H: -2.48 -0.05 -0.29
H: -1.95 0.32 1.26
H: 0.67 1.46 -1.71
H: -0.39 0.03 -1.90
H: -1.10 2.04 -0.14
H: -0.16 1.26 0.96
H: 3.12 0.63 1.39

Among the records above, which one has the lowest largest force on an atom? number 5

What did the fourth record say?
ORCA calculation (ωB97M-V/def2-TZVPD) on a structure of composition C4H9N2O2 in a non-equilibrium geometry.

For the lowest unoccupied orbital energy, the calculation gives 3.778 eV. For the electronic energy, the calculation gives -417.80134 Ha. The frontier orbital gap comes out at 7.91 eV. For the HOMO energy, the calculation gives -0.1517 hartree. The value obtained for the molar mass is 117.13 Da. As for the net charge: -1. The calculation puts the largest force on an atom at 4.7 eV Å⁻¹. For the energy above the lowest of the compared OMol25 structures with the same formula, charge and spin, the calculation gives 2.2121 eV.

Cartesian coordinates (Å):
C: -0.44 -0.08 0.78
N: 0.76 0.56 0.31
C: 1.94 -0.15 -0.07
O: 3.00 0.48 0.11
O: 1.72 -1.28 -0.57
C: -1.58 -0.19 -0.26
C: -1.89 1.14 -0.95
N: -2.73 -0.66 0.58
H: -0.26 -1.03 1.32
H: -0.82 0.57 1.58
H: 1.02 1.30 0.94
H: -1.11 -0.77 -1.08
H: -1.02 1.44 -1.51
H: -2.82 1.16 -1.52
H: -1.95 1.88 -0.15
H: -3.44 -0.80 -0.14
H: -2.03 -1.43 0.22

net charge of number 6 (C4H9N2O2)? +1